A | The following is a DFT calculation (ωB97M-V with the def2-TZVPD basis set) of a single C6H12N2 molecule.

Cartesian coordinates (Å):
1 C -1.9799 1.2288 0.0738
2 C -0.8610 0.4413 0.6740
3 C -0.2695 -0.7226 0.0810
4 C -0.9821 -1.8747 -0.5608
5 C 1.0830 -0.5218 0.2319
6 N 2.0875 -1.4871 0.3262
7 C 1.2844 0.8948 0.4002
8 N 1.0967 1.9089 -0.5869
9 H -1.5880 2.2173 -0.2112
10 H -2.3758 0.7648 -0.8326
11 H -2.8057 1.4061 0.7694
12 H -0.6603 0.6426 1.7179
13 H -1.3695 -2.5823 0.1813
14 H -0.3157 -2.4237 -1.2295
15 H -1.8427 -1.5305 -1.1407
16 H 1.9348 -2.2524 0.9674
17 H 3.0356 -1.1462 0.3406
18 H 2.0526 1.2116 1.1131
19 H 0.4975 1.5950 -1.3410
20 H 1.9781 2.2301 -0.9741

Calculated values
SMILES string: C/C=C(C)/C(N)=C\N
Lowest unoccupied orbital energy, hartree: 0.0384
Charge: 0
Spin multiplicity: 1
Gap between HOMO and LUMO, eV: 8.33


B | The following is a DFT calculation (ωB97M-V with the def2-TZVPD basis set) of a single C6H12N2 molecule.

Cartesian coordinates (Å):
1 C -0.5939 0.8571 -2.5538
2 C -0.1322 0.9490 -1.3431
3 C 0.5686 0.9152 -0.2304
4 N 1.8024 1.5859 -0.1009
5 C 0.1465 0.1217 0.9677
6 C 1.1714 -0.9629 1.2925
7 C -1.3425 -0.4694 0.7834
8 N -1.4516 -1.4165 -0.2903
9 H -0.2214 0.1308 -3.2645
10 H -1.4189 1.4685 -2.8949
11 H 1.9174 2.0484 0.7918
12 H 2.0013 2.1998 -0.8784
13 H 0.0544 0.8036 1.8217
14 H 2.1290 -0.5130 1.5469
15 H 0.8484 -1.5564 2.1469
16 H 1.3105 -1.6136 0.4325
17 H -1.6272 -0.8827 1.7656
18 H -2.0106 0.3680 0.5723
19 H -0.7871 -2.1799 -0.2342
20 H -2.3646 -1.8536 -0.3307

Calculated values
SMILES string: C=C=C(N)[C@H](C)CN
Lowest unoccupied orbital energy, hartree: 0.0381
Charge: 0
Spin multiplicity: 1
Gap between HOMO and LUMO, eV: 8.92


On energetic grounds, B is preferred over the next structure by 19.5 kcal/mol.


A | The following is a DFT calculation (ωB97M-V with the def2-TZVPD basis set) of a 2-piece molecular cluster, C2H3BrClP overall.

Cartesian coordinates (Å):
1 C -0.9394 -0.5623 0.6698
2 C 1.3295 0.0446 -1.0113
3 P -0.9623 0.9263 1.2552
4 Cl 0.7979 1.6036 -0.9281
5 Br -1.4667 -2.2120 0.4282
6 H 0.7172 -0.5717 -1.7637
7 H 2.4139 -0.0743 -0.9802
8 H -1.8902 0.8459 2.3302

Calculated values
Lowest unoccupied orbital energy (spin up / spin down), hartree: -0.0205 / -0.0047
Charge: 0
Spin multiplicity: 1
Gap between HOMO and LUMO (spin up / spin down), eV: 7.76 / 8.11


B | The following is a DFT calculation (ωB97M-V with the def2-TZVPD basis set) of a 2-piece molecular cluster, C2H3BrClP overall.

Cartesian coordinates (Å):
1 C -1.1067 -1.4203 -0.7963
2 C 1.3483 0.8543 0.4623
3 P -1.6306 -0.2744 0.3152
4 Cl 0.2573 1.6487 1.4450
5 Br 0.4858 -1.4381 -1.8210
6 H 1.6216 1.3400 -0.5931
7 H 2.0094 0.0630 0.7024
8 H -2.9851 -0.7732 0.2854

Calculated values
Lowest unoccupied orbital energy (spin up / spin down), hartree: -0.0468 / -0.0107
Charge: 0
Spin multiplicity: 1
Gap between HOMO and LUMO (spin up / spin down), eV: 7.15 / 8.30


On energetic grounds, A is preferred over the next structure by 5.9 kcal/mol.


A | The following is a DFT calculation (ωB97M-V with the def2-TZVPD basis set) of a single C2H2O4S molecule.

Cartesian coordinates (Å):
1 C -0.0210 -0.4874 0.9467
2 C -1.0327 -1.2926 0.8372
3 O 1.3871 2.3328 -0.5567
4 O 1.5715 0.2922 -1.8048
5 O 0.9606 0.1500 0.8981
6 O -0.5979 0.9992 -0.8749
7 S 0.8312 1.0818 -0.8746
8 H -1.2969 -2.1602 1.2364
9 H -1.8019 -0.9158 0.1925

Calculated values
Lowest unoccupied orbital energy, hartree: -0.0506
Charge: 0
Spin multiplicity: 1
Gap between HOMO and LUMO, eV: 9.53


B | The following is a DFT calculation (ωB97M-V with the def2-TZVPD basis set) of a 2-piece molecular cluster, C2H2O4S overall.

Cartesian coordinates (Å):
1 C -0.7581 -0.4769 0.5243
2 C -0.9520 0.7245 -0.3651
3 O -0.7368 -1.5732 0.1098
4 O 1.6544 -0.5076 1.0803
5 O -1.0747 1.8282 0.0657
6 O 1.3129 0.2985 -1.1394
7 S 2.0026 -0.6344 -0.2903
8 H -0.5746 -0.1845 1.5571
9 H -0.8737 0.5254 -1.5424

Calculated values
Lowest unoccupied orbital energy, hartree: -0.0653
Charge: 0
Spin multiplicity: 1
Gap between HOMO and LUMO, eV: 8.05


On energetic grounds, B is preferred over the next structure by 28.3 kcal/mol.


A | The following is a DFT calculation (ωB97M-V with the def2-TZVPD basis set) of a 2-piece molecular cluster, C12H17N overall.

Cartesian coordinates (Å):
1 C 3.4279 -0.5010 1.4962
2 C 2.1125 -0.8468 0.8549
3 C 1.2133 -1.7770 1.2591
4 N 0.2345 -1.9490 0.2927
5 C 0.4827 -1.0665 -0.7241
6 C -0.2206 -0.8445 -1.9044
7 C 0.3220 0.0157 -2.8395
8 C 1.5256 0.6872 -2.5732
9 C 2.2063 0.4950 -1.3900
10 C 1.6801 -0.3813 -0.4391
11 H 4.0193 0.1202 0.8246
12 H 4.0240 -1.3701 1.7747
13 H 3.2816 0.0851 2.4027
14 H 1.2043 -2.3655 2.1618
15 H -0.6945 -2.2813 0.4882
16 H -1.1951 -1.2840 -2.0841
17 H -0.2168 0.1694 -3.7673
18 H 1.9460 1.2955 -3.3652
19 H 3.1732 0.9602 -1.2297
20 C -3.3428 1.5515 -0.0657
21 C -2.7165 0.3672 0.6692
22 C -1.7815 0.8549 1.7642
23 H -2.5565 2.0404 -0.6395
24 H -3.8144 2.2583 0.6175
25 H -4.1360 1.2168 -0.7388
26 H -3.4768 -0.3076 1.0718
27 H -2.1598 -0.1792 -0.0937
28 H -2.2983 1.0923 2.6982
29 H -0.9643 0.1691 2.0185
30 H -1.2795 1.7750 1.4600

Calculated values
SMILES string: Cc1c[nH]c2ccccc12.CCC
Lowest unoccupied orbital energy, hartree: 0.0356
Charge: 0
Spin multiplicity: 1
Gap between HOMO and LUMO, eV: 8.89


B | The following is a DFT calculation (ωB97M-V with the def2-TZVPD basis set) of a 2-piece molecular cluster, C12H17N overall.

Cartesian coordinates (Å):
1 C -1.7927 1.2849 2.0088
2 C -1.5284 0.0680 1.1129
3 C -1.7847 -1.2170 1.4077
4 N -1.2557 -2.0727 0.4119
5 C -0.7962 -1.2530 -0.5946
6 C -0.4049 -1.6024 -1.8848
7 C -0.0363 -0.5683 -2.7310
8 C -0.0527 0.7505 -2.3129
9 C -0.3669 1.1591 -1.0004
10 C -0.9036 0.1118 -0.2043
11 H -2.2254 1.0944 2.9801
12 H -2.5967 1.8471 1.3807
13 H -0.9528 2.0249 2.0442
14 H -2.1785 -1.6923 2.2824
15 H -1.7819 -2.8946 0.1595
16 H -0.3213 -2.6600 -2.1421
17 H 0.1606 -0.7896 -3.7681
18 H 0.0908 1.5954 -2.9500
19 H -0.5400 2.1619 -0.5903
20 C 1.9177 1.1271 2.0761
21 C 2.2555 1.1987 0.5704
22 C 3.2818 0.2383 -0.0361
23 H 2.7483 1.2430 2.7663
24 H 1.3705 0.1707 2.3320
25 H 1.1616 1.8761 2.2955
26 H 1.2822 1.0376 0.0601
27 H 2.5857 2.2207 0.4526
28 H 3.0924 -0.0323 -1.0659
29 H 4.3006 0.6487 -0.0250
30 H 3.1218 -0.6737 0.5572

Calculated values
SMILES string: Cc1c[nH]c2ccccc12.CCC
Lowest unoccupied orbital energy, hartree: 0.0337
Charge: 0
Spin multiplicity: 1
Gap between HOMO and LUMO, eV: 8.91


On energetic grounds, A is preferred over the next structure by 24.9 kcal/mol.


A | The following is a DFT calculation (ωB97M-V with the def2-TZVPD basis set) of a single C2H7N3 molecule.

Cartesian coordinates (Å):
1 C -0.8157 -1.1295 0.1563
2 N 0.5494 -1.1395 0.5612
3 C 1.0028 -0.0207 0.8934
4 N 0.4675 1.0274 0.0895
5 N -0.1459 1.0693 -1.1323
6 H -1.2605 -1.1033 -1.0497
7 H -1.3038 -0.2202 0.9053
8 H -1.1474 -2.0848 0.5047
9 H 2.0685 0.2195 1.3047
10 H 0.9344 2.0584 0.4970
11 H 0.5980 0.7815 -1.8207
12 H -0.9473 0.5420 -0.9095

Calculated values
SMILES string: C/N=C\NN
Lowest unoccupied orbital energy, hartree: 0.0363
Charge: 0
Spin multiplicity: 1
Gap between HOMO and LUMO, eV: 9.52


B | The following is a DFT calculation (ωB97M-V with the def2-TZVPD basis set) of a single C2H7N3 molecule.

Cartesian coordinates (Å):
1 H -0.5155 -0.5053 -1.6762
2 N -1.1009 0.0772 -1.0025
3 C -0.4498 0.1691 0.0868
4 C -0.9683 0.9951 1.2441
5 N 0.8100 -0.3202 0.3370
6 N 1.5191 -0.8887 -0.6940
7 H -0.2549 1.1448 2.0829
8 H -1.4127 1.9365 0.7843
9 H -1.7865 0.3635 1.6856
10 H 1.3916 0.3010 1.0281
11 H 1.1396 -1.8557 -0.7528
12 H 1.3495 -0.4480 -1.6204

Calculated values
SMILES string: [H]/N=C(/C)NN
Lowest unoccupied orbital energy, hartree: 0.0366
Charge: 0
Spin multiplicity: 1
Gap between HOMO and LUMO, eV: 10.38


On energetic grounds, B is preferred over the next structure by 83.2 kcal/mol.